# 1
{"formula": "C25H18BCl3F9IN4O3STeTi", "method": "the ωB97M-V functional and the def2-TZVPD basis", "species": ["Ti", "C", "C", "N", "C", "C", "C", "O", "C", "C", "N", "C", "C", "C", "C", "C", "C", "I", "C", "O", "H", "H", "H", "H", "H", "H", "H", "H", "H", "H", "H", "H", "S", "C", "C", "C", "C", "C", "C", "C", "C", "C", "N", "H", "H", "H", "H", "H", "H", "F", "Te", "F", "F", "F", "F", "O", "F", "B", "F", "F", "F", "Cl", "C", "Cl", "Cl", "C", "N"], "xyz": [[0.241199, 0.431610, 0.801879], [4.408533, -2.439049, -0.572744], [3.527869, -2.169849, -1.750534], [3.813232, -2.768714, -2.899775], [3.026052, -2.530032, -3.947978], [1.886679, -1.751514, -3.903136], [1.028516, -1.616364, -5.129861], [-0.294827, -2.123376, -4.946367], [1.547043, -1.147987, -2.683863], [0.211992, -0.525687, -2.542840], [-0.405671, -0.774466, -1.473464], [-1.784655, 0.110049, 0.243212], [-1.627559, 1.955539, -1.371876], [-3.715576, 1.441065, -1.612608], [-4.618646, 0.947545, -0.539424], [-4.298577, 0.270584, 0.597467], [-3.026421, -0.215497, 0.967453], [-3.053051, -1.971251, 2.055654], [2.421512, -1.306835, -1.616056], [2.272686, -0.683101, -0.412556], [5.103112, -3.235676, -0.829945], [3.812169, -2.712735, 0.298977], [4.967427, -1.542866, -0.300698], [3.306944, -3.012221, -4.881273], [1.525271, -2.122606, -5.963657], [0.897197, -0.571969, -5.418600], [-0.216985, -3.019934, -4.601771], [-0.218531, 0.001640, -3.397239], [-0.725051, 2.385713, -1.800475], [-4.306831, 1.592159, -2.514985], [-5.658165, 1.240400, -0.647864], [-5.120241, 0.004777, 1.253856], [-1.614276, 3.649980, 3.464009], [-0.169220, 3.124963, 4.234542], [0.475417, 2.159877, 3.523155], [-0.209384, 1.807457, 2.324138], [-1.341177, 2.563998, 2.164023], [-2.003978, 2.527284, 0.882617], [-2.893948, 3.242135, 0.192827], [-2.912131, 2.774562, -1.235658], [-2.347534, 0.752012, -1.978045], [-1.791486, -0.427391, -1.184063], [-1.407055, 1.522065, 0.031477], [0.123206, 3.559114, 5.178832], [1.417736, 1.721601, 3.820752], [-3.485435, 4.050811, 0.596783], [-3.052926, 3.571736, -1.962804], [-2.246949, 0.639516, -3.057565], [-2.359533, -1.356848, -1.240536], [3.115988, 2.466095, 1.273157], [2.934694, 1.260729, -0.180082], [4.567863, 0.643571, 0.451621], [3.453166, 2.899456, -0.983328], [2.093458, 0.400284, 1.601615], [3.643400, 0.795552, -1.888151], [1.130116, 1.650192, -0.428620], [0.286464, -2.930660, 0.548314], [0.638333, -2.615857, 1.839673], [0.098022, -1.161483, 2.060269], [1.989706, -2.560376, 2.055861], [-0.037114, -3.368303, 2.778101], [-0.810248, -2.777675, 6.175046], [-0.228791, -1.115951, 5.977140], [-0.104534, -0.335504, 7.579396], [1.325538, -1.094657, 5.167720], [-1.212548, -0.370516, 5.192151], [-1.991509, 0.192848, 4.566697]], "atomic_forces_ev_per_a": [[-0.5569, 0.0328, -0.2441], [-0.0107, 0.0050, 0.0156], [-0.0452, -0.0388, -0.1028], [0.0163, 0.0481, 0.0505], [-0.0446, -0.0186, -0.0515], [0.0578, 0.0261, -0.0396], [-0.0525, -0.0119, 0.0251], [0.0335, -0.0453, -0.0769], [0.0120, 0.0323, -0.0514], [0.1251, -0.2281, 0.0372], [-0.1341, 0.2000, 0.4240], [-0.1880, 0.0716, 0.1618], [0.0464, 0.0865, 0.0039], [-0.0071, 0.0153, 0.0535], [0.0125, 0.0287, 0.0148], [0.0373, -0.0586, 0.0289], [-0.0560, 0.1082, -0.1418], [0.0185, -0.0819, 0.1187], [0.1034, -0.1432, 0.3440], [-0.0938, 0.1877, -0.4012], [-0.0058, -0.0024, 0.0133], [-0.0037, 0.0086, -0.0102], [0.0182, -0.0054, -0.0122], [0.0042, -0.0003, 0.0247], [-0.0121, 0.0110, -0.0142], [0.0031, 0.0089, 0.0353], [-0.0123, 0.0281, 0.0498], [-0.0252, -0.0542, -0.0190], [0.0229, -0.0063, 0.0353], [0.0081, 0.0217, -0.0045], [0.0018, -0.0257, -0.0199], [-0.0056, -0.0086, -0.0092], [0.0012, 0.0342, 0.0689], [0.0166, -0.0200, -0.0082], [-0.0689, -0.0499, 0.0821], [0.0358, -0.1466, -0.0788], [-0.0373, 0.0069, -0.0754], [0.1519, 0.0868, -0.0823], [-0.0255, 0.0220, 0.0803], [-0.0272, -0.0171, -0.0225], [0.0557, 0.0060, -0.1200], [-0.0175, -0.0127, -0.1279], [-0.0912, -0.2821, 0.1879], [-0.0162, 0.0006, -0.0201], [-0.0337, 0.0020, 0.0158], [0.0162, -0.0022, -0.0221], [-0.0098, -0.0195, -0.0127], [-0.0124, 0.0030, 0.0054], [-0.0857, 0.0333, -0.0145], [0.0462, -0.0412, 0.0257], [0.1910, 0.5785, 0.3406], [0.0291, -0.0385, -0.0891], [-0.0200, -0.0564, -0.0310], [-0.0604, 0.0032, -0.1159], [-0.0562, 0.0289, -0.0434], [0.5868, -0.2011, -0.0991], [0.0995, 0.0048, 0.0470], [-0.2631, 0.0520, 0.1219], [0.2901, -0.2212, -0.2623], [-0.0462, -0.0200, 0.0251], [0.1221, 0.0457, 0.0492], [0.0251, 0.0047, -0.0193], [-0.0883, 0.0316, 0.0350], [0.0194, -0.0089, -0.0142], [0.0477, -0.0270, -0.0879], [-0.0488, -0.0018, -0.1604], [0.0066, 0.0309, 0.1840]], "total_energy_ev": -150372.28071, "multiplicity": 2, "de_lowest_kcal_mol": 196.24, "total_charge": -1, "s2": 0.779, "gap_ev": [6.76, 7.45]}

# 2
{"formula": "C25H18Br3N6O3S2Ti", "method": "the ωB97M-V functional and the def2-TZVPD basis", "species": ["Ti", "C", "C", "C", "C", "C", "Br", "N", "C", "H", "H", "H", "H", "H", "H", "S", "C", "C", "C", "C", "N", "C", "C", "C", "S", "C", "N", "H", "H", "C", "O", "C", "O", "N", "N", "H", "H", "H", "H", "H", "H", "Br", "C", "C", "C", "Br", "C", "C", "C", "C", "N", "C", "C", "O", "H", "H", "H", "H"], "xyz": [[-0.491780, 0.209916, 0.492140], [0.668626, -4.803340, -1.161655], [0.166127, -3.982328, 0.000114], [-0.442879, -4.548604, 1.096391], [-0.865535, -3.735343, 2.123624], [-0.706583, -2.366148, 1.996031], [-1.145674, -1.292933, 3.488540], [-0.186130, -1.772172, 0.920875], [0.284641, -2.599031, -0.031226], [0.696989, -5.864486, -0.910151], [1.671260, -4.492002, -1.460082], [0.019785, -4.678831, -2.031421], [-0.570838, -5.625312, 1.161911], [-1.300795, -4.137492, 3.026740], [0.756169, -2.106631, -0.873633], [-0.071305, 2.673144, -0.072083], [1.318149, 2.535452, -1.115094], [2.276051, 3.553029, -1.199786], [3.411262, 3.441923, -1.992094], [4.369307, 4.528751, -2.029291], [5.132756, 5.390099, -2.056169], [3.611482, 2.280624, -2.743689], [2.656872, 1.267984, -2.690864], [1.510846, 1.366453, -1.899236], [0.304696, 0.093472, -1.890287], [4.800211, 2.101300, -3.549867], [5.749176, 1.936148, -4.181877], [2.130331, 4.453783, -0.616725], [2.805791, 0.372975, -3.280951], [4.127765, -0.220035, 0.578320], [3.714936, 0.453905, 1.786296], [2.400736, 0.660187, 1.879754], [1.622480, 0.253934, 1.039785], [2.070901, 1.407454, 2.939674], [0.721995, 1.688794, 3.114094], [5.211680, -0.250166, 0.619734], [3.792676, 0.328747, -0.298959], [3.719232, -1.226364, 0.550168], [2.804609, 1.912771, 3.403582], [0.415987, 2.502589, 2.595585], [0.462362, 1.695781, 4.083920], [-3.449079, 3.066765, 3.263015], [-3.934780, 1.987002, 1.780301], [-5.236627, 2.007934, 1.290265], [-5.578952, 1.184788, 0.236331], [-7.378204, 1.238143, -0.391484], [-4.657737, 0.316312, -0.378785], [-4.912402, -0.601627, -1.438462], [-3.861202, -1.407341, -1.884022], [-2.602196, -1.304809, -1.345437], [-2.300439, -0.422211, -0.342366], [-3.340931, 0.356407, 0.127305], [-2.974214, 1.164004, 1.211862], [-1.715307, 1.039552, 1.611032], [-5.975189, 2.658372, 1.736979], [-5.895261, -0.667512, -1.879889], [-4.025917, -2.119237, -2.684516], [-1.785931, -1.904539, -1.724269]], "atomic_forces_ev_per_a": [[1.2361, 1.8641, -1.3723], [-0.0091, 0.0805, 0.0539], [0.3561, 0.1908, -0.5250], [-0.1276, -0.3909, 0.1564], [-0.1363, 0.2000, 0.2860], [0.1047, -0.1093, 0.2915], [-0.0857, -0.1674, 0.0015], [0.0618, -2.2913, 0.4797], [0.0155, -0.1793, -0.1298], [0.0004, 0.0528, 0.0055], [-0.0432, -0.0071, 0.0218], [0.0065, -0.0021, 0.0348], [0.0085, 0.0925, 0.0083], [-0.0157, 0.0286, -0.0281], [-0.0448, 0.0641, -0.0441], [0.3607, 0.1148, -0.0008], [0.0131, 0.0348, 0.0126], [-0.1224, 0.0249, 0.1136], [0.2557, 0.4407, 0.0311], [-0.1969, -0.3224, -0.0011], [-0.1014, -0.0716, 0.0290], [0.3562, -0.1991, -0.3046], [-0.1393, -0.0735, 0.0113], [0.0173, -0.0091, -0.0689], [0.4412, -0.0371, -0.2663], [-0.2588, 0.0533, 0.1869], [-0.1441, 0.0071, 0.0769], [-0.0160, -0.0180, -0.0120], [0.0055, -0.0046, -0.0009], [0.0288, 0.1271, 0.0814], [0.1268, -0.0888, -0.0217], [0.4558, 0.4047, -0.3450], [-0.2802, -0.6391, -0.0800], [-0.2556, -0.0731, 0.2418], [0.0661, -0.0922, -0.1124], [0.0029, 0.0195, 0.0341], [-0.0332, 0.0472, -0.0085], [-0.0424, -0.0647, 0.0199], [0.0781, 0.1728, 0.0703], [-0.0187, 0.1408, -0.0836], [-0.0201, -0.0154, 0.1261], [-0.0247, -0.0068, -0.0231], [-0.0349, 0.0345, 0.0976], [0.0373, 0.0254, 0.0492], [-0.0057, -0.0056, -0.0278], [-0.0007, 0.0010, 0.0076], [0.0359, -0.1583, -0.1709], [0.0318, 0.0692, 0.0778], [-0.1369, 0.0345, -0.0072], [0.0990, 0.1831, 0.2367], [-0.5766, 0.1157, -0.0870], [-0.0298, -0.3713, -0.1507], [0.1207, -0.0213, 0.2397], [-1.5090, 0.7728, 0.7744], [0.0224, -0.0031, 0.0003], [-0.0083, 0.0004, 0.0084], [0.0050, 0.0217, 0.0263], [0.0680, 0.0032, -0.0210]], "total_energy_ev": -296218.47988, "multiplicity": 3, "de_lowest_kcal_mol": 20.82, "total_charge": -1, "s2": 2.033, "gap_ev": [4.51, 6.61]}